Record 1
C2H7NS3 | ωB97M-V with the def2-TZVPD basis set

Each line ends with the Löwdin charge.
CARTESIAN COORDINATES (ANGSTROEM)
H -1.3999 -0.0641 -1.5133  0.023
C -0.6082 0.6622 -1.2491  -0.139
S 0.1974 1.9580 0.9713  0.801
H -1.5354 0.5048 1.9208  0.104
S 1.4859 -1.5179 0.9062  0.477
H 0.5090 -1.8500 0.0312  -0.203
S -2.7370 -0.9218 0.3500  0.494
H 0.3268 0.1142 -1.4893  0.083
C -0.8556 0.8162 0.1865  -0.867
N -1.6871 0.1625 0.9455  -0.573
H 1.3119 1.6596 0.3189  -0.125
H 0.8940 -2.1953 1.9454  -0.173
H -0.5226 1.7313 -1.5823  0.098

The gap between HOMO and LUMO is 7.849 eV. The value obtained for the highest occupied orbital energy is -7.76 eV. For the LUMO energy, the calculation gives 0.0033 Ha.

Record 2
C3H8F3NSi | ωB97M-V with the def2-TZVPD basis set

Each line ends with the Löwdin charge.
CARTESIAN COORDINATES (ANGSTROEM)
C -2.8491 -0.1412 -0.9526  -0.204
F 4.2109 -0.4940 -1.0437  0.141
H -3.0997 -1.2285 -0.9903  0.041
F 3.9765 -0.1451 0.9699  0.110
H -3.6843 0.4253 -0.6118  0.017
H 2.3831 -0.7347 -0.1078  0.129
H -0.8953 1.6537 1.7196  0.008
N -1.5063 1.4160 0.9842  -0.095
H -2.5920 0.0565 -1.9931  0.023
Si -1.3065 -0.0321 0.0811  0.597
H 0.5900 -0.8437 1.2837  -0.106
H -2.0140 2.2547 0.6244  0.059
F 3.2152 1.1536 -0.3927  0.140
H 0.1376 -2.1776 0.1687  0.009
C 0.1015 -1.0484 0.4348  -0.265
C 3.3322 -0.1145 -0.1747  -0.603

The gap between HOMO and LUMO is 8.384 eV. The value obtained for the highest occupied orbital energy is -8.00 eV. For the LUMO energy, the calculation gives 0.0140 Ha. Its structure (SMILES) is C=[Si](C)N.FC(F)F.

Record 3
C3H10NOS | ωB97M-V with the def2-TZVPD basis set

Each line ends with the Mulliken spin population.
CARTESIAN COORDINATES (ANGSTROEM)
H 0.6044 3.1799 0.4539  0.000
H -0.4914 -3.0102 0.4053  0.088
H -0.4071 -1.6282 -0.9636  0.104
N 1.5136 -2.5269 -0.3685  0.003
C 0.6012 2.1264 -0.0267  0.001
O -0.2921 -1.2509 1.1995  0.810
H -0.6360 1.1779 1.2619  0.006
H 1.4155 -2.9288 -1.3714  0.001
C -0.0533 -2.0454 0.1937  -0.026
C -0.6508 1.3377 0.1461  0.007
S -2.1107 2.0703 -0.4953  0.006
H 0.7818 2.3635 -1.0449  0.000
H 1.6293 -3.3327 0.1780  0.002
H 1.5188 1.5409 0.2472  -0.001
H -2.8207 2.5986 0.5456  0.000
H -0.6024 0.3280 -0.3609  -0.001

The gap between HOMO and LUMO (spin up / spin down) is 9.675 / 6.493 eV. Its expectation value of S² is 0.76. The value obtained for the highest occupied orbital energy (spin up / spin down) is -8.93 / -8.92 eV. As for the spin multiplicity: 2. For the LUMO energy (spin up / spin down), the calculation gives 0.0275 / -0.0893 Ha.

The following energy above the lowest of the compared OMol25 structures with the same formula, charge and spin values (in kJ/mol) correspond, in order, to the records above: 46.5 120.3 320.0.